This record from the Open Molecules 2025 dataset describes a structure of composition C20H17ClFO2PPd. The level of theory is wB97M-V/def2-TZVPD.

LUMO level (eV): -0.30
HOMO (eV): -9.0
E_tot (hartree): -1952.148931

XYZ file:
```
43
Properties=species:S:1:pos:R:3:forces:R:3:mulliken_charge:R:1
Pd 2.294335 -0.945989 0.757434 0.131 0.460 -0.459 -0.083
Cl -0.044713 -3.432514 0.753441 -0.012 -0.012 -0.037 -0.167
C -0.766270 -2.639992 -0.609629 -0.006 -0.089 0.034 0.706
C -1.419201 -3.415061 -1.553605 -0.004 0.025 0.000 -0.614
C -2.036615 -2.799603 -2.631032 0.027 0.042 0.037 -0.441
C -2.002754 -1.418415 -2.756195 0.001 -0.027 -0.001 -0.837
C -1.339946 -0.652952 -1.809958 0.013 -0.022 -0.043 -0.261
C -0.706157 -1.251904 -0.723814 0.088 0.021 0.103 -0.061
P 0.195314 -0.281612 0.524883 0.061 -0.072 -0.071 1.491
C -0.848184 -0.277113 1.996592 -0.106 -0.092 -0.050 0.101
C -2.189741 -0.641388 1.899532 0.011 0.025 0.076 0.010
C -3.013056 -0.562925 3.013488 0.035 -0.007 -0.060 -0.797
C -2.498067 -0.115496 4.220196 0.004 0.011 0.031 -0.393
C -1.161802 0.248107 4.317313 -0.006 0.003 0.019 -0.757
C -0.329721 0.164299 3.212578 0.016 0.021 -0.022 -0.171
C 0.128232 1.424211 -0.102092 -0.081 0.058 0.092 0.307
C -0.757103 2.345650 0.452751 0.026 0.055 -0.073 -0.193
C -0.817516 3.641333 -0.046402 -0.025 -0.071 0.062 -0.773
C -0.000864 4.019143 -1.097761 0.039 0.033 -0.054 -0.476
C 0.883930 3.103364 -1.653804 -0.016 0.017 0.012 -0.676
C 0.954556 1.812566 -1.158935 -0.041 -0.023 0.045 -0.367
H -1.440610 -4.488773 -1.433261 -0.006 -0.013 -0.003 0.458
H -2.545607 -3.403552 -3.369594 -0.014 -0.006 -0.017 0.383
H -2.489205 -0.933069 -3.590897 -0.006 -0.001 -0.018 0.404
H -1.312689 0.421887 -1.920420 0.014 0.033 0.021 0.367
H -2.593226 -0.985348 0.956400 -0.027 -0.013 -0.013 0.399
H -4.052716 -0.851464 2.936444 -0.013 -0.004 -0.004 0.409
H -3.139295 -0.055651 5.089903 0.001 0.004 0.014 0.395
H -0.759801 0.586441 5.262897 0.005 0.001 0.007 0.399
H 0.720991 0.406205 3.294562 -0.033 -0.002 -0.010 0.443
H -1.398442 2.060789 1.274658 -0.019 -0.011 0.026 0.330
H -1.504650 4.352377 0.392713 -0.005 0.003 0.006 0.415
H -0.048344 5.029501 -1.483033 0.004 -0.001 -0.006 0.384
H 1.526893 3.398397 -2.472241 0.008 0.005 -0.013 0.414
H 1.644426 1.098773 -1.586110 0.023 -0.024 -0.015 0.502
C 4.753412 -0.474684 -2.417722 -0.062 0.010 -0.008 -1.038
C 3.988479 -0.592057 -1.131475 0.301 0.047 0.450 1.147
O 2.709734 -0.767181 -1.213805 0.086 -0.014 0.028 -0.784
O 4.554314 -0.542370 -0.021335 -0.487 -0.319 -0.325 -0.716
H 4.212415 0.153247 -3.124001 0.005 -0.007 -0.009 0.291
H 4.844386 -1.468844 -2.856767 0.000 -0.002 -0.014 0.284
H 5.745945 -0.076055 -2.229718 -0.001 0.002 0.020 0.324
F 2.058939 -1.192282 2.637834 0.072 -0.044 0.244 -0.757
```
Forces are in eV/Å.